[1]
The following is a DFT calculation (ωB97M-V/def2-TZVPD) of a molecular structure, C26H49N5SSi4TcTe in a non-equilibrium geometry.

The geometry in ORCA input format:
```
! wB97M-V def2-TZVPD RIJCOSX def2/J DEFGRID3
* xyz 2 4
Tc 0.91 2.19 -0.30
N 0.69 3.26 3.71
C 0.53 3.39 2.40
N 0.71 2.24 1.76
C 1.01 1.28 2.75
C 1.25 -0.08 2.65
C 1.49 -0.76 3.83
C 1.49 -0.10 5.07
C 1.23 1.25 5.17
C 0.99 1.92 3.98
H 0.57 4.00 4.39
H 0.27 4.32 1.92
H 1.23 -0.59 1.69
H 1.65 -1.83 3.80
H 1.67 -0.67 5.97
H 1.21 1.75 6.13
C -3.16 0.98 -2.96
Si -3.30 -0.51 -1.85
C -4.41 -1.83 -2.55
C -3.91 -0.03 -0.16
Si -1.21 -1.58 -1.60
Te 0.83 -0.10 -1.44
Si -0.46 -2.54 -3.66
C -1.59 -3.95 -4.10
C 1.28 -3.18 -3.45
C -0.54 -1.18 -4.94
Si -0.99 -3.09 0.20
C 0.83 -3.45 0.50
C -1.89 -4.65 -0.23
C -1.74 -2.32 1.73
H -4.13 1.49 -2.99
H -2.89 0.71 -3.98
H -2.42 1.69 -2.58
H -5.44 -1.45 -2.58
H -4.41 -2.73 -1.94
H -4.14 -2.10 -3.57
H -4.87 0.49 -0.23
H -3.21 0.63 0.35
H -4.05 -0.91 0.47
H -1.60 -4.73 -3.34
H -1.24 -4.39 -5.03
H -2.62 -3.62 -4.26
H 1.33 -3.96 -2.69
H 1.98 -2.39 -3.17
H 1.64 -3.61 -4.39
H -1.58 -1.01 -5.25
H 0.03 -1.44 -5.83
H -0.15 -0.23 -4.55
H 1.23 -4.12 -0.27
H 0.95 -3.94 1.47
H 1.44 -2.54 0.50
H -1.46 -5.16 -1.09
H -2.95 -4.47 -0.44
H -1.84 -5.34 0.62
H -1.42 -1.28 1.88
H -1.48 -2.89 2.62
H -2.83 -2.32 1.66
C 0.66 4.09 -2.46
C -0.47 4.23 -1.48
C -1.36 5.23 -1.28
C -2.22 4.82 -0.20
C -1.82 3.59 0.24
C -2.43 2.72 1.29
N -0.72 3.20 -0.54
H 0.40 4.52 -3.42
H 0.88 3.03 -2.68
H 1.58 4.58 -2.14
H -1.44 6.14 -1.85
H -3.06 5.37 0.19
H -3.47 2.50 1.06
H -2.42 3.20 2.27
H -1.90 1.77 1.38
C 4.66 2.20 2.84
N 4.55 1.00 2.03
C 4.94 -0.31 2.57
C 4.58 -1.28 1.42
N 3.84 -0.40 0.51
C 3.92 0.87 0.88
S 3.36 2.20 -0.09
H 4.03 2.09 3.73
H 4.34 3.06 2.27
H 5.69 2.34 3.15
H 4.37 -0.51 3.48
H 6.00 -0.32 2.81
H 3.95 -2.11 1.76
H 5.46 -1.69 0.93
H 3.61 -0.66 -0.44
*
```

Output
**HOMO-LUMO gap (alpha / beta)**: 5.93 / 4.28 eV
**⟨S²⟩**: 3.831
**HOMO (alpha / beta)**: -0.4617 / -0.4667 hartree
**LUMO (alpha / beta)**: -6.634 / -8.420 eV
**Energy relative to the best compared isomer or geometry (same formula, charge and spin)**: 0.484 eV

Here are the Löwdin charges for atoms 1 to 2, given in e: Tc 0.719; N 0.162


[2]
The following is a DFT calculation (ωB97M-V/def2-TZVPD) of a molecular structure, C26H4BCl5F4FeN7O2.

The geometry in ORCA input format:
```
! wB97M-V def2-TZVPD RIJCOSX def2/J DEFGRID3
* xyz 0 6
Fe -0.37 2.26 1.64
Cl -2.46 -2.65 1.41
C -3.13 -1.22 2.08
C -2.80 0.04 1.55
C -3.31 1.16 2.23
Cl -2.89 2.79 1.73
C -4.14 1.06 3.33
Cl -4.73 2.46 4.13
C -4.48 -0.21 3.80
Cl -5.51 -0.36 5.16
C -3.98 -1.35 3.18
Cl -4.39 -2.89 3.78
N -0.40 1.58 3.40
C -0.44 1.33 4.56
N -0.61 0.99 5.73
C 0.06 1.27 6.83
N 0.61 1.47 7.83
O -1.29 1.34 -0.11
B -1.97 0.16 0.24
O -1.83 -0.78 -0.75
C -1.10 -0.19 -1.75
C -0.72 -0.73 -2.96
C 0.01 0.11 -3.80
C 0.31 1.43 -3.45
C -0.09 1.96 -2.23
C -0.77 1.10 -1.40
H -0.98 -1.74 -3.23
H 0.35 -0.27 -4.75
H 0.87 2.05 -4.13
H 0.13 2.99 -1.95
F 1.35 0.11 0.69
C 2.00 -0.31 -0.43
C 1.84 -1.62 -0.77
F 1.05 -2.36 0.00
C 2.43 -2.18 -1.92
C 3.24 -1.27 -2.65
C 3.40 0.04 -2.29
F 4.16 0.81 -3.07
C 2.77 0.61 -1.17
C 2.84 2.01 -0.86
C 1.99 2.58 0.07
N 1.25 3.05 0.84
C 3.56 2.97 -1.63
N 4.10 3.81 -2.21
F 3.86 -1.69 -3.74
C 2.21 -3.52 -2.33
C 2.72 -4.06 -3.54
N 3.07 -4.54 -4.53
C 1.42 -4.43 -1.58
N 0.79 -5.21 -1.01
*
```

Output
**HOMO-LUMO gap (alpha / beta)**: 6.74 / 5.99 eV
**⟨S²⟩**: 8.803
**HOMO (alpha / beta)**: -0.3031 / -0.3300 hartree
**LUMO (alpha / beta)**: -1.506 / -2.991 eV
**Energy relative to the best compared isomer or geometry (same formula, charge and spin)**: 0.000 eV

Here are the Löwdin charges for atoms 1 to 2, given in e: Fe 0.756; Cl 0.811


[3]
The following is a DFT calculation (ωB97M-V/def2-TZVPD) of a molecular structure, C26H50BrCl2FGaO8 in a non-equilibrium geometry.

The geometry in ORCA input format:
```
! wB97M-V def2-TZVPD RIJCOSX def2/J DEFGRID3
* xyz -1 1
C -3.60 1.23 3.16
C -2.09 1.69 2.81
Cl -2.06 2.10 0.99
C -1.02 0.48 3.03
Cl -1.35 -0.74 1.70
Ga -1.05 -0.17 4.95
F 0.63 0.34 5.75
C -1.30 -2.15 5.34
C -1.39 -3.15 4.12
O -0.38 -3.40 3.42
Br -3.13 -4.04 3.60
H -3.72 0.95 4.26
H -3.84 0.27 2.55
H -4.36 2.07 2.94
H -1.79 2.64 3.38
H 0.01 0.95 2.81
H -2.16 0.63 5.82
H -2.25 -2.29 5.97
H -0.43 -2.52 6.01
C -1.16 5.08 -0.51
C 0.18 5.78 -0.45
O 0.78 5.91 0.60
C 0.74 6.32 -1.75
H -1.44 4.75 0.49
H -1.92 5.77 -0.88
H -1.09 4.21 -1.17
H 0.06 7.06 -2.17
H 0.89 5.50 -2.45
H 1.70 6.80 -1.55
C -3.01 -0.22 -3.39
C -4.19 0.29 -2.61
O -4.54 1.45 -2.68
C -4.93 -0.70 -1.74
H -2.58 0.60 -3.97
H -2.25 -0.60 -2.70
H -3.33 -1.00 -4.08
H -4.25 -1.10 -0.99
H -5.33 -1.50 -2.36
H -5.76 -0.19 -1.24
C -0.76 0.90 -6.13
C -1.01 -0.49 -6.66
O -2.14 -0.96 -6.68
C 0.17 -1.26 -7.17
H -1.70 1.34 -5.80
H -0.08 0.85 -5.28
H -0.34 1.53 -6.92
H 0.90 -1.41 -6.36
H 0.64 -0.73 -8.00
H -0.16 -2.24 -7.52
C -6.73 -3.92 -5.91
C -5.40 -3.22 -5.85
O -4.80 -3.09 -4.80
C -4.83 -2.69 -7.14
H -7.01 -4.25 -4.91
H -7.49 -3.23 -6.28
H -6.66 -4.80 -6.56
H -5.51 -1.95 -7.57
H -4.68 -3.52 -7.84
H -3.87 -2.22 -6.95
C 3.31 -1.00 7.72
C 3.07 -2.39 7.20
O 1.96 -2.87 7.18
C 4.27 -3.15 6.69
H 2.36 -0.57 8.05
H 3.99 -1.03 8.57
H 3.72 -0.36 6.93
H 5.00 -3.28 7.49
H 4.72 -2.61 5.85
H 3.95 -4.13 6.34
C 6.33 0.68 2.90
C 6.94 -0.54 3.53
O 7.83 -0.46 4.36
C 6.42 -1.89 3.08
H 6.80 1.57 3.31
H 6.49 0.67 1.82
H 5.26 0.71 3.12
H 6.59 -2.01 2.01
H 5.36 -1.96 3.31
H 6.95 -2.68 3.62
C 3.52 2.63 -1.18
C 4.14 1.41 -0.56
O 5.02 1.50 0.27
C 3.61 0.07 -1.00
H 3.99 3.52 -0.77
H 3.68 2.62 -2.26
H 2.45 2.66 -0.96
H 3.78 -0.06 -2.07
H 2.55 -0.01 -0.77
H 4.15 -0.72 -0.47
*
```

Output
**HOMO-LUMO gap**: 7.66 eV
**HOMO**: -0.2209 hartree
**LUMO**: 1.650 eV

Here are the Löwdin charges for atoms 1 to 2, given in e: C -0.184; C -0.710


[4]
The following is a DFT calculation (ωB97M-V/def2-TZVPD) of a molecular structure, C26H50GdOP2Si in a non-equilibrium geometry.

The geometry in ORCA input format:
```
! wB97M-V def2-TZVPD RIJCOSX def2/J DEFGRID3
* xyz 1 8
Gd 0.83 1.49 -0.83
C 1.15 2.65 -3.22
C -0.25 2.69 -2.96
C 0.79 4.08 -1.44
C 1.80 3.51 -2.28
C -0.48 3.56 -1.85
C 1.81 1.94 -4.35
H 1.26 1.04 -4.63
H 2.83 1.64 -4.08
H 1.88 2.59 -5.24
C 3.26 3.77 -2.17
H 3.83 3.12 -2.85
H 3.64 3.58 -1.15
H 3.49 4.82 -2.42
C 1.03 5.04 -0.33
H 1.26 6.04 -0.73
H 1.86 4.73 0.31
H 0.14 5.13 0.31
C -1.80 3.93 -1.28
H -2.18 4.85 -1.76
H -1.74 4.11 -0.20
H -2.54 3.14 -1.44
C -1.32 2.06 -3.79
H -1.78 2.79 -4.47
H -2.12 1.65 -3.16
H -0.93 1.24 -4.40
C 1.65 -0.99 -0.65
C 1.15 -0.84 -1.92
C -0.19 -1.32 -2.41
C -1.34 -1.21 -1.39
C -1.40 0.08 -0.60
C -0.85 0.27 0.63
C 0.00 -0.73 1.39
C 0.97 -1.61 0.54
H -0.14 -2.37 -2.75
H -1.33 -2.10 -0.73
H -0.46 -0.75 -3.32
H 0.45 -2.55 0.29
H 2.72 -0.78 -0.49
H 1.83 -0.50 -2.72
H 1.78 -1.91 1.23
H 0.60 -0.18 2.14
H -1.12 1.17 1.22
H -0.63 -1.41 1.98
H -2.28 -1.30 -1.96
H -2.12 0.81 -1.00
P -1.97 -4.23 0.77
C -0.51 -5.25 1.25
C -2.83 -5.49 -0.27
P -4.09 -3.04 2.54
C -2.93 -4.49 2.34
C -5.67 -3.90 2.13
C -4.25 -3.15 4.37
H 0.05 -4.73 2.04
H 0.14 -5.37 0.37
H -0.84 -6.24 1.61
H -2.85 -6.46 0.23
H -2.27 -5.57 -1.22
H -3.85 -5.16 -0.50
H -4.56 -4.16 4.68
H -5.00 -2.41 4.69
H -3.29 -2.89 4.83
H -2.23 -4.49 3.19
H -3.49 -5.44 2.31
H -6.49 -3.21 2.39
H -5.78 -4.83 2.71
H -5.72 -4.11 1.06
C 4.78 1.08 0.92
Si 3.36 1.99 1.79
C 2.99 1.11 3.41
C 3.96 3.74 2.19
O 2.06 2.01 0.81
H 5.70 1.12 1.52
H 4.99 1.52 -0.06
H 4.53 0.01 0.77
H 3.87 1.16 4.07
H 2.15 1.58 3.94
H 2.75 0.05 3.25
H 4.26 4.29 1.29
H 3.18 4.32 2.70
H 4.83 3.68 2.86
*
```

Output
**HOMO-LUMO gap (alpha / beta)**: 7.44 / 5.13 eV
**⟨S²⟩**: 16.068
**HOMO (alpha / beta)**: -0.3975 / -0.3869 hartree
**LUMO (alpha / beta)**: -3.379 / -5.399 eV
**Energy relative to the best compared isomer or geometry (same formula, charge and spin)**: 0.000 eV

Here are the Löwdin charges for atoms 1 to 2, given in e: Gd 1.630; C -0.315


[5]
The following is a DFT calculation (ωB97M-V/def2-TZVPD) of 3 unconnected molecules or ions with the total composition C26H50IN4O5 in a non-equilibrium geometry.

The geometry in ORCA input format:
```
! wB97M-V def2-TZVPD RIJCOSX def2/J DEFGRID3
* xyz 1 1
C -4.40 -3.53 -3.75
C -4.32 -5.05 -3.77
C -5.47 -5.80 -3.62
C -5.37 -7.18 -3.62
C -4.16 -7.83 -3.75
C -2.99 -7.09 -3.90
C -3.09 -5.71 -3.91
C -1.83 -4.84 -4.04
N -1.45 -4.39 -2.64
C -1.12 -2.94 -2.56
C -0.68 -2.57 -1.09
N -0.94 -3.66 -0.13
C -0.31 -4.91 -0.53
C -0.97 -6.19 0.08
C -1.93 -5.97 1.27
O -2.99 -6.53 1.25
I -1.47 -4.77 2.99
C -0.28 -5.11 -2.10
H -4.09 -3.16 -2.75
H -5.43 -3.16 -3.90
H -3.78 -3.03 -4.50
H -6.41 -5.26 -3.49
H -6.28 -7.76 -3.47
H -4.10 -8.91 -3.72
H -2.03 -7.59 -3.99
H -1.04 -5.47 -4.47
H -1.99 -4.00 -4.71
H -2.30 -4.52 -2.08
H -1.94 -2.31 -2.94
H -0.25 -2.73 -3.20
H -1.35 -1.75 -0.77
H 0.35 -2.19 -1.03
H -1.96 -3.73 -0.14
H 0.75 -4.89 -0.23
H -1.54 -6.72 -0.69
H -0.17 -6.88 0.39
H 0.64 -4.63 -2.45
H -0.24 -6.17 -2.37
C -0.36 4.87 1.82
O -0.10 3.81 2.73
C -1.15 3.56 3.66
C -1.88 2.27 3.32
N -2.67 2.40 2.10
C -3.14 1.13 1.55
C -2.11 0.07 1.16
O -1.30 0.40 0.04
C -0.22 1.27 0.32
H 0.58 5.13 1.34
H -1.06 4.56 1.04
H -0.74 5.75 2.34
H -1.84 4.40 3.73
H -0.68 3.44 4.63
H -2.54 2.01 4.15
H -1.12 1.48 3.23
H -2.12 2.87 1.40
H -3.71 1.39 0.64
H -3.86 0.69 2.25
H -2.68 -0.82 0.87
H -1.49 -0.24 2.01
H 0.21 1.10 1.31
H -0.54 2.31 0.23
H 0.55 1.10 -0.43
C 7.06 5.27 -0.29
O 6.34 4.29 0.43
C 6.70 4.18 1.80
C 5.63 4.74 2.71
N 5.55 6.19 2.62
C 4.35 6.78 3.22
C 2.98 6.33 2.70
O 2.67 6.77 1.38
C 3.25 6.00 0.34
H 6.88 5.11 -1.35
H 6.71 6.28 -0.04
H 8.13 5.20 -0.10
H 7.68 4.63 1.99
H 6.80 3.11 2.01
H 5.86 4.46 3.74
H 4.68 4.26 2.43
H 5.58 6.46 1.65
H 4.43 7.86 3.07
H 4.39 6.60 4.30
H 2.23 6.81 3.34
H 2.82 5.25 2.80
H 3.31 4.94 0.60
H 4.25 6.38 0.09
H 2.63 6.11 -0.54
*
```

Output
**HOMO-LUMO gap**: 7.45 eV
**HOMO**: -0.3629 hartree
**LUMO**: -2.428 eV

Here are the Löwdin charges for atoms 1 to 2, given in e: C -0.031; C -0.219


[6]
The following is a DFT calculation (ωB97M-V/def2-TZVPD) of a molecular structure, C26H50IrNP3S in a non-equilibrium geometry.

The geometry in ORCA input format:
```
! wB97M-V def2-TZVPD RIJCOSX def2/J DEFGRID3
* xyz 3 5
Ir -0.61 -0.31 -0.86
P 1.40 0.43 -0.02
P -1.90 1.38 0.14
P 0.17 1.51 -3.24
H 2.43 -3.87 0.52
C 3.13 -3.12 0.92
C 3.45 -3.06 2.22
H 3.20 -3.84 2.94
C 2.26 0.34 1.63
C 1.40 2.32 -0.03
C 2.77 0.14 -1.19
C -3.68 0.93 0.11
C -1.58 1.66 1.92
C -1.83 3.03 -0.67
C 1.04 0.38 -4.41
C 1.30 2.97 -3.37
C -1.12 2.13 -4.42
H 3.56 -2.44 0.17
H 4.09 -2.27 2.63
H 2.75 -0.63 1.82
H 1.55 0.56 2.44
H 3.03 1.12 1.63
H 0.83 2.75 0.81
H 0.99 2.74 -0.97
H 2.43 2.68 0.06
H 2.98 -0.93 -1.24
H 3.66 0.67 -0.83
H 2.53 0.51 -2.20
H -4.28 1.71 0.60
H -3.83 -0.01 0.64
H -4.05 0.80 -0.92
H -2.06 2.59 2.27
H -0.51 1.74 2.13
H -1.98 0.83 2.51
H -2.76 3.58 -0.47
H -1.72 2.95 -1.76
H -0.99 3.63 -0.30
H 1.75 0.97 -5.00
H 0.31 -0.11 -5.07
H 1.58 -0.39 -3.86
H 1.50 3.13 -4.43
H 2.25 2.78 -2.84
H 0.81 3.86 -2.95
H -1.48 1.31 -5.06
H -0.65 2.90 -5.05
H -1.97 2.57 -3.89
C -1.68 -1.33 -3.61
C -2.23 -1.58 -4.89
C -1.69 -2.58 -5.71
C -0.62 -3.37 -5.24
C -0.10 -3.15 -3.96
C -0.65 -2.16 -3.16
S -2.22 0.03 -2.59
H 1.34 -1.36 0.71
H -3.06 -0.96 -5.21
H -2.11 -2.75 -6.71
H -0.21 -4.16 -5.87
H 0.74 -3.77 -3.59
H -0.24 -1.97 -2.14
C 0.10 -3.96 2.76
N -0.06 -2.58 3.30
C 0.98 -2.19 4.29
C -0.26 -1.59 2.20
C -1.54 -1.86 1.50
C -2.72 -2.18 2.21
C -3.78 -2.78 1.53
C -3.69 -3.02 0.16
C -2.58 -2.59 -0.56
C -1.60 -1.83 0.10
H 1.02 -4.03 2.15
H -0.78 -4.19 2.15
H 0.16 -4.63 3.61
H -0.95 -2.57 3.81
H 1.98 -2.20 3.85
H 0.74 -1.19 4.66
H 0.93 -2.89 5.11
H -0.19 -0.58 2.65
H 0.68 -1.75 1.49
H -2.77 -2.00 3.29
H -4.68 -3.06 2.09
H -4.50 -3.54 -0.34
H -2.52 -2.80 -1.62
*
```

Output
**HOMO-LUMO gap (alpha / beta)**: 6.13 / 5.63 eV
**⟨S²⟩**: 6.058
**HOMO (alpha / beta)**: -0.5536 / -0.6278 hartree
**LUMO (alpha / beta)**: -8.931 / -11.454 eV

Here are the Löwdin charges for atoms 1 to 2, given in e: Ir 0.652; P 0.617


no.,M (g/mol)
1,801.72
2,766.28
3,730.21
4,625.97
5,625.61
6,693.90